Entry 1:
This record from the Open Molecules 2025 dataset describes C46H45BBaN11O2S3 as an isolated structure. The level of theory is ωB97M-V/def2-TZVPD.

Element x y z (Å)
Ba: 2.07 0.08 -1.31
C: -2.88 3.60 -1.36
C: -3.07 3.39 -2.67
C: -2.32 2.42 -3.44
C: -1.33 1.72 -2.82
N: -1.23 1.69 -1.44
C: -1.98 2.67 -0.60
N: -0.26 1.16 -3.47
C: 0.07 -0.07 -3.55
N: 1.37 -0.42 -3.79
C: 1.48 -1.78 -3.75
N: 2.64 -2.34 -3.82
C: 2.83 -3.61 -3.33
C: 3.68 -4.50 -4.01
C: 3.93 -5.73 -3.45
C: 3.36 -6.06 -2.22
C: 2.55 -5.11 -1.62
N: 2.27 -3.93 -2.16
C: 0.10 -2.38 -3.59
C: -0.40 -3.67 -3.64
C: -1.77 -3.85 -3.50
C: -2.63 -2.77 -3.32
C: -2.13 -1.47 -3.29
C: -0.76 -1.30 -3.43
H: -3.40 4.39 -0.84
H: -3.77 4.03 -3.21
H: -2.38 2.39 -4.51
H: -2.60 2.12 0.13
H: 4.11 -4.19 -4.95
H: 4.59 -6.43 -3.95
H: 3.57 -7.00 -1.73
H: 2.10 -5.30 -0.65
H: 0.26 -4.52 -3.77
H: -2.18 -4.85 -3.53
H: -3.69 -2.94 -3.22
H: -2.78 -0.61 -3.17
C: 0.13 0.96 3.64
N: 0.55 -0.37 3.24
C: -0.10 -1.55 3.51
C: 0.60 -2.53 2.90
N: 1.67 -1.96 2.24
B: 2.60 -2.69 1.22
N: 4.09 -2.40 1.56
C: 4.64 -2.63 2.81
C: 5.92 -2.24 2.79
N: 6.17 -1.76 1.52
C: 7.42 -1.21 1.05
C: 5.03 -1.85 0.77
S: 4.95 -1.34 -0.85
C: 1.64 -0.63 2.46
S: 2.76 0.52 1.90
H: -0.45 0.88 4.56
H: -0.50 1.42 2.87
H: 1.01 1.58 3.79
H: -1.02 -1.56 4.07
H: 0.41 -3.59 2.84
H: 2.36 -3.88 1.32
H: 2.40 -2.28 0.11
H: 4.05 -3.05 3.60
H: 6.68 -2.24 3.55
H: 8.23 -1.68 1.61
H: 7.45 -0.13 1.20
H: 7.52 -1.42 -0.01
C: 1.95 8.12 1.48
C: 1.89 8.37 2.97
O: 2.29 9.38 3.49
S: 1.20 7.10 4.01
C: 0.65 5.85 2.87
C: -0.64 5.91 2.34
C: -1.05 4.96 1.42
C: -0.21 3.92 1.02
C: 1.07 3.85 1.60
C: 1.49 4.80 2.51
C: -0.62 2.97 0.02
C: 0.03 2.02 -0.72
H: 2.42 7.16 1.26
H: 2.51 8.94 1.03
H: 0.95 8.09 1.07
H: -1.30 6.71 2.63
H: -2.05 5.02 1.01
H: 1.71 3.01 1.35
H: 2.47 4.73 2.96
C: -5.37 2.06 1.58
C: -5.66 0.57 1.40
N: -4.56 -0.13 0.75
C: -4.49 -0.06 -0.71
C: -5.38 -1.09 -1.40
C: -3.59 -0.67 1.53
O: -3.58 -0.57 2.75
C: -2.50 -1.42 0.81
C: -2.63 -2.74 0.42
C: -1.55 -3.36 -0.19
C: -0.39 -2.64 -0.42
N: -0.27 -1.36 -0.05
C: -1.30 -0.77 0.58
H: -6.22 2.56 2.04
H: -5.16 2.54 0.63
H: -4.50 2.19 2.23
H: -6.55 0.42 0.80
H: -5.81 0.10 2.37
H: -3.45 -0.18 -1.03
H: -4.77 0.95 -1.01
H: -5.12 -2.10 -1.07
H: -5.24 -1.04 -2.48
H: -6.43 -0.92 -1.18
H: -3.55 -3.27 0.60
H: -1.61 -4.40 -0.49
H: 0.48 -3.07 -0.91
H: -1.15 0.26 0.87

Values from the calculation:
Energy above the lowest of the compared OMol25 structures with the same formula, charge and spin ... 200.8 kJ/mol
Lowest unoccupied orbital energy ... 2.14 eV
Kohn-Sham gap ... 6.311 eV
Net charge ... -1
Highest occupied orbital energy ... -4.17 eV

Here are the Mulliken charges for atoms 1 to 2, given in e:
1 Ba 1.385
2 C -1.335

---

Entry 2:
This record from the Open Molecules 2025 dataset describes C46H46AsClN2O3PdS2 as an isolated structure. The level of theory is ωB97M-V/def2-TZVPD.

Element x y z (Å)
Pd: 0.32 1.62 0.40
S: -1.34 0.61 -0.73
C: -2.37 0.09 0.58
N: -3.19 -0.99 0.33
C: -3.36 -1.93 1.39
C: -4.00 -1.20 2.53
N: -3.19 -0.07 2.93
C: -3.45 0.70 4.20
C: -3.20 -0.14 5.46
C: -2.28 -1.23 5.45
C: -2.34 -2.18 6.42
C: -3.19 -2.10 7.51
C: -4.00 -0.97 7.65
C: -4.09 -0.10 6.58
C: -2.25 0.41 2.03
S: -0.99 1.39 2.54
C: -3.39 -1.37 -1.07
C: -4.57 -2.29 -1.23
C: -5.82 -1.77 -0.79
C: -6.96 -2.45 -1.05
C: -6.94 -3.68 -1.65
C: -5.68 -4.20 -2.12
C: -4.51 -3.53 -1.82
H: -2.31 -2.31 1.69
H: -3.98 -2.78 1.07
H: -4.18 -1.88 3.40
H: -4.96 -0.82 2.22
H: -4.51 1.00 4.16
H: -2.79 1.65 4.21
H: -1.51 -1.24 4.70
H: -1.61 -3.00 6.39
H: -3.20 -2.92 8.23
H: -4.54 -0.71 8.52
H: -4.94 0.59 6.67
H: -2.48 -1.90 -1.50
H: -3.43 -0.44 -1.67
H: -5.83 -0.74 -0.45
H: -7.94 -1.98 -0.81
H: -7.83 -4.29 -1.71
H: -5.74 -5.15 -2.66
H: -3.53 -3.93 -2.09
C: 3.87 6.20 6.02
C: 3.65 4.77 6.39
C: 3.64 4.37 7.73
C: 3.47 2.98 8.13
Cl: 3.38 2.59 9.75
C: 3.23 2.02 7.13
C: 3.34 2.38 5.81
C: 3.39 3.74 5.41
O: 2.99 4.04 4.18
C: 3.25 3.27 3.01
C: 2.15 2.26 2.64
O: 2.06 1.22 3.23
O: 1.47 2.69 1.61
H: 4.92 6.28 5.76
H: 3.63 6.88 6.76
H: 3.44 6.45 5.04
H: 3.78 5.12 8.46
H: 2.98 1.00 7.45
H: 3.16 1.67 5.00
H: 4.16 2.64 3.10
H: 3.50 4.00 2.24
C: 0.42 -4.83 -5.93
As: 0.39 -3.13 -4.85
C: 2.29 -3.05 -4.31
C: 0.31 -1.89 -6.48
C: 1.59 -1.55 -7.14
C: 1.99 -2.29 -8.25
C: 3.08 -1.97 -9.04
C: 3.73 -0.72 -8.79
C: 3.29 0.05 -7.70
C: 2.34 -0.39 -6.79
H: 0.09 -4.65 -6.97
H: -0.32 -5.55 -5.55
H: 1.41 -5.34 -5.90
H: 2.84 -3.91 -4.72
H: 2.21 -3.08 -3.23
H: 2.82 -2.12 -4.60
H: -0.15 -1.01 -6.01
H: -0.41 -2.32 -7.16
H: 1.42 -3.17 -8.56
H: 3.34 -2.62 -9.89
H: 4.51 -0.35 -9.46
H: 3.62 1.07 -7.61
H: 2.08 0.23 -5.96
C: 4.23 0.25 -3.33
C: 3.41 -0.38 -2.34
C: 2.38 0.29 -1.72
C: 2.16 1.63 -1.90
C: 1.10 2.31 -1.32
C: 0.76 3.52 -1.82
C: 1.48 4.14 -2.86
C: 2.42 3.51 -3.59
C: 2.87 2.26 -3.03
C: 3.98 1.56 -3.69
H: 5.07 -0.33 -3.74
H: 3.58 -1.48 -2.13
H: 1.60 -0.26 -1.14
H: -0.18 4.00 -1.51
H: 1.28 5.20 -3.03
H: 2.95 3.92 -4.46
H: 4.67 2.12 -4.28

Values from the calculation:
Lowest unoccupied orbital energy ... 3.72 eV
Kohn-Sham gap ... 3.082 eV
Net charge ... -2
Highest occupied orbital energy ... 0.64 eV

Here are the Mulliken charges for atoms 1 to 2, given in e:
1 Pd -0.366
2 S -0.365